Molecular formula: C6H9N3O2
Method: DFT, ωB97M-V/def2-TZVPD

Calculated values
E_LUMO = 0.025 hartree
Largest force on an atom = 3.76 eV/Å
Kohn-Sham gap = 0.383 Eh
SMILES = CNC1(C(=O)O)N=CCC=N1

Atoms and positions in Å:
C: -2.399833 0.005312 -0.556900
N: -1.406951 1.049462 -0.680236
C: 0.031602 0.638592 0.231501
C: -0.052491 1.597307 1.448885
O: 0.736567 1.508516 2.347259
O: -1.012861 2.474121 1.352615
N: 0.010761 -0.718962 0.599122
C: 1.131209 -1.275627 0.751589
C: 2.447714 -0.579408 0.538453
C: 2.190223 0.470654 -0.502935
N: 1.075842 1.043639 -0.634600
H: -2.067445 -0.967984 -0.929226
H: -2.666465 -0.101822 0.493948
H: -3.286206 0.312929 -1.115361
H: -1.058790 1.125688 -1.630187
H: -1.497131 2.262376 0.491227
H: 1.135213 -2.327335 1.012526
H: 2.736067 -0.086460 1.471390
H: 3.240698 -1.269673 0.246760
H: 2.969237 0.727355 -1.205122

Cartesian forces, eV/Å:
-0.29 -0.16 -0.12
2.88 -0.85 1.82
-2.99 1.27 -1.89
0.03 -0.36 -0.33
0.19 -0.03 0.18
-0.37 0.48 0.23
-0.36 -0.33 0.21
0.26 -0.20 0.14
-0.23 0.04 -0.08
0.13 -0.11 0.18
0.27 0.48 -0.57
-0.04 0.03 0.07
-0.10 -0.08 -0.04
-0.05 -0.04 0.05
0.08 0.00 0.08
0.33 -0.13 0.04
0.02 -0.13 0.09
0.05 -0.03 0.01
-0.07 0.04 0.03
0.26 0.11 -0.09

Results of the Löwdin charge analysis, in e, for atoms 1 through 2:
1 C -0.1577
2 N -0.0476

Molecular formula: C11H21N2
Method: DFT, ωB97M-V/def2-TZVPD

Calculated values
Net charge = +1
E_LUMO (alpha / beta) = -0.156 / -0.116 hartree
Largest force on an atom = 4.30 eV/Å
Kohn-Sham gap (alpha / beta) = 0.287 / 0.307 Eh

Atoms and positions in Å:
C: 2.140293 1.575080 -0.742890
C: 0.793099 1.454669 -0.617708
C: 1.771422 -0.156703 0.534786
C: 1.955813 -1.490490 1.259411
C: -0.423541 -2.778190 -1.340226
C: -2.146984 1.975153 0.624751
C: -3.007869 -0.486749 0.905434
C: -2.344480 0.526308 -1.325099
C: 4.130272 0.394344 0.128455
C: -0.632290 0.022651 0.654960
C: -2.036809 0.535585 0.231074
N: 2.739808 0.609129 -0.003931
N: 0.575242 0.380361 0.215572
H: 2.615649 2.400133 -1.281148
H: 0.053774 2.087469 -1.092127
H: 2.798827 -2.024990 0.753628
H: 1.969363 -1.509607 2.428722
H: 1.032765 -2.056615 1.019422
H: -1.437567 -2.439956 -1.189615
H: -0.276417 -3.052436 -2.317858
H: 0.356898 -2.775027 -0.698400
H: -3.249466 2.287598 0.625413
H: -1.490952 2.654415 0.108482
H: -1.763389 2.130736 1.619084
H: -2.537036 -1.352153 1.120171
H: -3.727357 -0.716172 0.158819
H: -3.508259 -0.066191 1.802962
H: -2.226596 -0.438879 -1.713182
H: -1.672881 1.149555 -1.862574
H: -3.289803 0.980018 -1.565892
H: 4.538609 0.626651 1.084903
H: 4.390197 -0.615277 -0.203032
H: 4.639253 1.071887 -0.540666
H: -0.729581 -0.902319 1.218294

Cartesian forces, eV/Å:
-0.90 1.67 -0.72
1.22 0.83 -0.67
0.54 -1.27 1.42
-0.71 0.09 0.34
-2.81 0.62 -0.79
-1.87 0.85 1.59
-1.27 4.10 -0.26
0.88 0.54 1.49
1.53 -0.42 -1.12
-3.01 -1.63 0.11
1.08 -0.71 -1.29
-1.55 -0.42 0.25
0.61 0.78 -0.71
0.28 -0.75 0.33
0.01 -0.46 0.41
-0.55 0.38 0.93
0.50 0.46 -2.22
0.64 0.14 0.14
0.17 0.02 0.77
0.69 -0.76 -2.11
1.91 0.01 2.04
1.68 -0.08 -0.23
-0.30 0.21 -0.99
-0.30 -0.14 0.93
1.51 -2.84 0.94
-1.06 -0.21 -0.33
0.34 -0.34 -0.51
-0.25 -1.45 -0.70
0.96 0.55 -0.41
-0.74 -0.26 0.37
-0.12 -0.14 1.00
0.04 0.11 0.31
0.05 0.15 -0.36
0.81 0.34 0.07

Results of the Löwdin charge analysis, in e, for atoms 1 through 2:
1 C -0.0007
2 C 0.0109

Molecular formula: C45H57N5OPtS2
Method: DFT, ωB97M-V/def2-TZVPD

Calculated values
Net charge = +2
E_LUMO (alpha / beta) = -0.302 / -0.302 hartree
Largest force on an atom = 2.32 eV/Å
Kohn-Sham gap (alpha / beta) = 0.141 / 0.141 Eh

Atoms and positions in Å:
Pt: -0.624990 0.327025 -0.949620
C: -1.681114 6.167205 0.230943
C: -1.197261 5.362584 1.444249
C: -1.410664 3.896054 1.255043
C: -2.377701 3.106419 1.755029
C: -3.448443 3.447322 2.741428
C: -2.980645 3.222807 4.183611
C: -2.181939 1.777261 1.168459
N: -1.139462 1.778784 0.320930
C: -0.606948 3.046393 0.364693
C: 0.583414 3.400542 -0.207362
C: 1.363087 2.588164 -1.048142
C: 2.689412 2.938021 -1.555354
C: 3.455165 4.151437 -1.138890
C: 3.964700 4.052729 0.304427
C: 3.056589 1.944273 -2.393275
C: 1.945874 0.991671 -2.409362
C: 1.827924 -0.088878 -3.248525
C: 0.733841 -0.970278 -3.317717
N: -0.272751 -0.995775 -2.434825
C: -1.053023 -2.074954 -2.761005
C: -2.069401 -2.560014 -1.977916
C: -2.555539 -1.978440 -0.796677
N: -2.199437 -0.761633 -0.343234
C: -2.908484 -0.555041 0.804942
C: -2.919558 0.634330 1.500275
C: -3.753543 -1.713213 1.091972
C: -3.548346 -2.589127 0.083888
C: -4.193276 -3.915501 -0.162297
C: -5.338442 -3.825155 -1.178317
C: -4.658143 -1.822340 2.275270
C: -6.031813 -1.186844 2.029594
C: -0.527881 -2.722295 -3.967944
C: 0.585292 -2.039950 -4.308918
C: 1.516302 -2.287019 -5.454012
C: 2.633673 -3.269282 -5.088466
C: -1.185149 -3.863212 -4.674137
C: -2.481388 -3.437607 -5.374950
N: 0.955311 1.413589 -1.555478
C: 4.346642 1.784540 -3.131727
C: 5.472603 1.292460 -2.216530
H: -1.548432 7.233746 0.403446
H: -2.738450 5.980548 0.043021
H: -1.127722 5.897875 -0.669882
H: -1.727053 5.688823 2.338597
H: -0.137597 5.566450 1.618910
H: -4.339365 2.847193 2.543805
H: -3.744172 4.487550 2.602808
H: -2.678007 2.185594 4.341610
H: -3.778572 3.457960 4.886520
H: -2.123401 3.855802 4.413549
H: 0.961696 4.389471 0.015595
H: 2.822459 5.037094 -1.242944
H: 4.296545 4.292823 -1.817472
H: 3.140986 3.947503 1.012787
H: 4.527035 4.945938 0.571616
H: 4.620117 3.189790 0.426001
H: 2.637808 -0.275666 -3.939982
H: -2.521943 -3.492797 -2.288040
H: -3.583618 0.712261 2.350508
H: -4.573965 -4.304419 0.782343
H: -3.443412 -4.628776 -0.512257
H: -6.118437 -3.152993 -0.821564
H: -5.783670 -4.804766 -1.343148
H: -4.991279 -3.445054 -2.140907
H: -4.178272 -1.351611 3.136437
H: -4.784793 -2.875506 2.528012
H: -5.942577 -0.133192 1.759644
H: -6.649980 -1.256265 2.923182
H: -6.553476 -1.692795 1.217623
H: 1.948923 -1.342599 -5.790893
H: 0.944663 -2.673741 -6.298016
H: 3.236593 -2.892665 -4.259433
H: 3.294430 -3.431812 -5.938566
H: 2.220318 -4.232968 -4.789952
H: -1.395990 -4.666719 -3.963122
H: -0.490712 -4.273936 -5.406443
H: -3.214044 -3.055790 -4.662347
H: -2.926238 -4.281927 -5.898228
H: -2.284487 -2.650863 -6.103236
H: 4.625549 2.739833 -3.579382
H: 4.224379 1.083077 -3.957396
H: 5.663055 2.002612 -1.412163
H: 6.394960 1.168807 -2.781951
H: 5.219353 0.329239 -1.768411
O: 0.669511 -1.733826 0.174773
S: 2.107071 -2.008261 -0.200276
C: 2.449057 -3.737287 0.221271
C: 3.772067 -3.718160 0.974164
C: 3.653916 -2.561366 1.966892
C: 3.131523 -1.366485 1.168944
H: 2.449686 -4.336151 -0.687130
H: 1.614352 -4.029604 0.861325
H: 4.596997 -3.536197 0.280399
H: 3.962151 -4.673280 1.462014
H: 4.605980 -2.335155 2.444477
H: 2.940462 -2.820124 2.751133
H: 3.934381 -0.772334 0.730005
H: 2.448083 -0.713733 1.716473
S: -0.003263 0.268507 3.033452
C: 0.882602 0.492213 4.453071
N: 0.391513 0.039525 5.641936
C: 1.011160 0.159178 6.844301
C: 2.220517 0.765866 6.929193
C: 2.794493 1.256639 5.736430
C: 2.149675 1.126419 4.540292
H: -0.507084 -0.422863 5.590967
H: 0.487335 -0.253288 7.693868
H: 2.716192 0.866258 7.881735
H: 3.759664 1.744876 5.774590
H: 2.578266 1.508450 3.625350

Cartesian forces, eV/Å:
-0.32 0.36 -0.62
0.00 -0.04 0.01
0.02 -0.06 -0.03
-0.16 0.14 -0.02
-0.08 0.18 0.13
0.08 -0.05 0.03
-0.04 -0.04 0.02
1.77 0.61 -0.70
-1.33 -0.44 0.47
1.38 0.56 -0.34
-1.22 0.38 0.90
0.03 -1.28 -0.77
0.21 -0.01 -0.07
-0.03 -0.01 0.05
0.00 0.00 -0.04
0.27 0.28 0.09
-0.07 -1.38 -1.45
0.96 1.61 0.66
-1.31 -0.73 0.86
1.09 0.83 -0.48
-1.36 -1.02 0.94
1.21 -0.13 -1.58
-0.01 1.48 1.11
0.43 -1.27 -0.99
-0.48 1.87 1.28
-0.78 -2.08 -0.40
-0.12 -0.32 0.09
-0.10 -0.08 0.14
-0.04 0.08 -0.04
0.03 0.01 0.03
0.00 0.03 -0.07
0.00 0.02 -0.02
0.07 -0.03 -0.32
-0.10 -0.11 -0.14
0.03 -0.02 0.08
0.02 0.03 -0.01
0.01 0.04 0.04
0.02 0.04 0.02
-0.13 0.86 0.98
-0.04 0.00 0.02
0.00 -0.04 0.01
0.01 0.00 0.01
0.00 0.01 -0.01
-0.02 0.00 0.00
0.01 -0.01 0.03
0.00 -0.02 0.05
-0.02 0.03 -0.03
-0.01 0.01 0.00
0.03 0.00 -0.02
0.00 0.01 0.00
0.01 0.00 -0.01
-0.03 0.01 -0.08
0.02 0.02 -0.03
-0.01 0.01 -0.02
0.00 -0.01 0.02
-0.01 0.01 0.01
0.00 0.00 0.00
0.02 0.01 0.04
-0.04 0.05 -0.03
0.03 -0.04 0.00
0.02 -0.02 0.00
0.01 -0.03 0.04
0.00 0.01 -0.01
0.00 -0.01 -0.01
-0.01 0.00 -0.01
0.01 -0.02 0.00
0.01 0.00 0.01
0.00 -0.01 0.00
0.00 -0.01 0.01
0.00 0.00 -0.01
-0.03 0.01 -0.03
0.00 0.00 -0.01
0.00 -0.01 0.02
0.01 0.00 0.00
-0.01 0.00 0.01
0.02 0.00 0.00
0.02 -0.03 0.02
0.00 0.00 -0.02
0.00 -0.01 0.00
-0.01 0.00 -0.01
0.00 0.01 0.01
-0.02 0.04 -0.03
-0.01 0.00 0.01
0.00 0.00 0.00
0.00 0.02 0.00
0.39 -0.42 -0.03
-0.47 0.13 0.15
0.13 0.01 0.03
-0.02 -0.02 0.02
-0.01 0.02 -0.03
0.00 -0.02 0.01
0.00 -0.01 0.00
0.00 -0.02 0.00
0.02 -0.02 0.01
0.00 0.00 0.01
0.00 0.01 0.01
-0.01 -0.01 0.00
0.01 -0.03 -0.01
0.03 0.02 0.01
0.08 0.05 0.08
-0.04 0.05 -0.02
-0.04 -0.04 0.05
-0.04 -0.03 -0.03
0.05 0.04 -0.03
0.02 -0.01 0.05
-0.02 0.01 -0.04
0.03 0.01 0.00
-0.02 0.00 -0.01
0.00 -0.01 0.00
0.00 0.01 0.00
0.00 -0.01 0.00

Results of the Löwdin charge analysis, in e, for atoms 1 through 2:
1 Pt 1.2640
2 C -0.0652

Molecular formula: C5H8O
Method: DFT, ωB97M-V/def2-TZVPD

Calculated values
E_LUMO = 0.033 hartree
Largest force on an atom = 2.57 eV/Å
Kohn-Sham gap = 0.316 Eh

Atoms and positions in Å:
O: 0.447457 -1.575088 1.244649
C: 0.904504 -0.743871 0.202806
C: 0.013662 -0.804755 -1.030291
C: -1.078040 0.540144 -0.775463
C: -0.930731 1.005830 0.641423
C: 0.367746 0.660247 0.091535
H: 0.671375 -1.173258 2.095507
H: 2.004885 -0.798123 0.108821
H: -0.665454 -1.626472 -1.036929
H: 0.626422 -0.698299 -1.936502
H: -1.085409 1.377245 -1.484720
H: -1.341188 0.397174 1.437818
H: -0.953685 2.075711 0.831585
H: 1.018457 1.363515 -0.390241

Cartesian forces, eV/Å:
-0.12 0.34 0.08
-0.47 0.61 -0.68
-1.25 -0.38 -0.50
2.50 -0.57 -0.15
0.19 -0.02 0.55
0.62 1.28 1.14
0.00 -0.06 -0.20
-0.65 -0.06 -0.38
0.02 -1.05 -0.37
-0.66 0.08 0.24
0.16 -0.69 -0.08
0.02 0.03 0.11
-0.60 -0.09 -0.25
0.23 0.56 0.48

Results of the Löwdin charge analysis, in e, for atoms 1 through 2:
1 O -0.0146
2 C -0.3462

Molecular formula: C3H5N3
Method: DFT, ωB97M-V/def2-TZVPD

Calculated values
E_LUMO = 0.042 hartree
Largest force on an atom = 4.27 eV/Å
Kohn-Sham gap = 0.399 Eh
SMILES = Cc1cn[nH]n1

Atoms and positions in Å:
C: -1.606198 -0.544222 -0.133902
C: -0.242560 0.007271 -0.287735
C: 0.558524 1.108606 -0.634458
N: 1.729593 0.996215 -0.010165
N: 1.627465 -0.131231 0.667460
N: 0.531199 -0.796605 0.448946
H: -0.982555 -1.430907 0.474611
H: -2.117467 -0.087704 0.715509
H: -2.292564 -0.462656 -1.009958
H: 0.371732 1.959805 -1.273764
H: 2.422827 -0.618574 1.043457

Cartesian forces, eV/Å:
0.47 -0.71 0.81
0.70 -0.04 0.59
-0.02 0.24 0.23
0.21 0.19 -0.23
0.80 0.04 -0.70
0.82 0.46 0.47
-3.79 0.16 -1.96
0.02 0.46 -0.13
0.66 -1.05 0.62
-0.09 -0.10 0.19
0.21 0.33 0.12

Results of the Löwdin charge analysis, in e, for atoms 1 through 2:
1 C -0.0662
2 C -0.3545

Molecular formula: CO4S
Method: DFT, ωB97M-V/def2-TZVPD

Calculated values
E_LUMO (alpha / beta) = 0.017 / -0.157 hartree
Largest force on an atom = 6.99 eV/Å
Kohn-Sham gap (alpha / beta) = 0.311 / 0.296 Eh
Spin multiplicity = 3

Atoms and positions in Å:
C: 0.220995 -0.959162 -1.578990
O: -0.060398 -0.926788 -0.490996
O: -0.394391 1.613188 0.525156
O: 0.265083 0.661006 2.632305
O: 0.595116 -1.062393 -2.653412
S: -0.626405 0.674149 1.565937

Cartesian forces, eV/Å:
1.22 -0.50 -2.22
-1.33 -0.09 3.67
0.00 2.75 -3.74
3.98 -0.78 5.69
0.27 0.12 -1.96
-4.14 -1.50 -1.43

Results of the Löwdin charge analysis, in e, for atoms 1 through 2:
1 C -0.4405
2 O 0.1587

Molecular formula: C18H28INO5
Method: DFT, ωB97M-V/def2-TZVPD

Calculated values
E_LUMO = -0.011 hartree
Largest force on an atom = 4.71 eV/Å
Kohn-Sham gap = 0.351 Eh
SMILES = COCCCCCC(=O)O[C@H](I)CC(C)C.O=[N+]([O-])c1ccccc1

Atoms and positions in Å:
C: 6.630930 -3.222727 1.907170
O: 6.957786 -1.820810 1.730329
C: 5.871555 -1.025806 2.248383
C: 4.560362 -1.051074 1.322310
C: 3.551581 0.088055 1.873594
C: 2.557832 0.632652 0.711944
C: 1.112999 -0.055971 0.815546
C: -0.107546 0.963762 0.903424
O: 0.051026 2.128398 0.445263
O: -1.366000 0.694043 1.503640
C: -1.884800 -0.623796 1.085569
I: -1.978437 -0.598378 -1.093057
C: -3.298349 -0.779785 1.810057
C: -4.031854 -2.191295 1.586018
C: -4.612428 -2.671229 3.034294
C: -3.088002 -3.372927 1.045704
H: 6.183978 -3.601129 0.922911
H: 5.902884 -3.430052 2.762848
H: 7.602333 -3.780313 2.150008
H: 6.201416 0.077219 2.319002
H: 5.554936 -1.309757 3.318897
H: 4.010024 -2.053473 1.432101
H: 4.793309 -0.924627 0.215539
H: 2.958273 -0.296373 2.768819
H: 4.195464 0.976350 2.222613
H: 2.542265 1.768785 0.724334
H: 3.010476 0.310978 -0.289051
H: 0.939939 -0.680987 -0.139330
H: 1.140047 -0.765073 1.713105
H: -1.146089 -1.385841 1.495727
H: -3.142403 -0.555604 2.920376
H: -3.981407 0.057423 1.405788
H: -4.902594 -2.067466 0.848287
H: -3.969343 -3.520970 3.468908
H: -4.698017 -1.791231 3.771535
H: -5.677601 -3.075081 2.891331
H: -3.528879 -4.355532 1.464524
H: -3.208881 -3.436701 -0.083507
H: -2.011662 -3.337548 1.410595
O: -3.930393 5.241041 -6.220476
N: -3.370910 4.154521 -6.218426
O: -3.431481 3.344332 -7.131204
C: -2.577968 3.797370 -5.040018
C: -2.513729 4.678091 -3.961739
C: -1.779008 4.324300 -2.835014
C: -1.113125 3.103385 -2.792639
C: -1.172863 2.232783 -3.877170
C: -1.907282 2.576680 -5.006910
H: -3.028264 5.632144 -3.982675
H: -1.727660 4.999338 -1.987450
H: -0.544893 2.827946 -1.908776
H: -0.648895 1.283434 -3.839188
H: -1.948647 1.888528 -5.843862

Cartesian forces, eV/Å:
0.49 -0.70 -0.46
-1.60 -0.41 1.50
-0.85 1.18 -0.41
-0.67 -0.13 1.09
0.49 0.42 -0.88
0.43 -0.49 0.13
-0.38 -0.40 -0.05
0.91 4.11 -1.15
-0.68 -4.29 1.82
1.52 -1.44 -1.56
-0.12 0.51 2.23
-0.26 -0.34 0.54
-0.11 0.55 -1.01
0.31 -0.42 1.15
-0.63 0.15 -0.44
-1.28 -0.60 0.12
0.58 0.23 1.44
0.88 0.51 -1.09
-1.38 0.78 -0.53
-0.15 -1.77 -0.30
0.63 0.09 -1.46
0.92 1.25 -0.24
-0.08 0.08 1.50
0.82 0.53 -1.14
-1.00 -1.30 -0.41
-0.38 -1.54 0.02
-0.64 0.62 1.36
0.11 0.88 1.59
-0.37 0.90 -1.25
-0.98 0.69 -1.12
0.03 -0.44 -1.53
1.12 -1.21 0.66
1.36 -0.11 1.14
-0.91 1.49 -0.54
0.23 -1.42 -1.07
1.57 0.43 0.27
0.72 1.46 -0.73
0.74 0.09 1.43
-1.37 0.11 -0.67
0.26 -0.48 0.02
-0.31 0.16 -0.46
0.05 0.34 0.40
0.43 -0.19 0.68
-0.04 0.07 0.03
-0.01 -0.18 -0.22
0.08 -0.04 0.07
-0.17 0.29 0.01
0.01 -0.12 -0.06
-0.01 -0.19 -0.19
-0.02 -0.06 -0.12
-0.09 0.03 -0.06
-0.06 0.10 -0.05
-0.13 0.24 0.01

Results of the Löwdin charge analysis, in e, for atoms 1 through 2:
1 C -0.1263
2 O -0.2188